# 1
The following is a quantum chemistry calculation of a molecular structure, C6H10N2 at a distorted geometry, from the OMol25 dataset.

Each line ends with the natural charge from an NBO analysis.
Atoms and positions in Å:
C (-1.8989, -0.6520, -0.2763)  -0.258
C (-0.4551, -0.2164, -0.2630)  0.012
C (-0.0069, 1.0565, -0.1864)  -0.269
C (1.4657, 0.9691, 0.0224)  -0.078
C (1.5701, -0.2593, 1.0005)  -0.430
C (1.0747, -0.9594, -0.2180)  -0.089
H (-3.2815, 0.9022, -0.8845)  0.360
H (-2.5347, 0.7882, 0.9443)  0.370
H (-1.9888, -1.4293, 0.6207)  0.183
H (-2.4176, -1.0771, -1.2336)  0.216
H (-0.5269, 1.9842, -0.5582)  0.229
H (2.1435, 1.7691, 0.2411)  0.213
H (2.6538, -0.3252, 0.9535)  0.179
H (1.2646, -0.4530, 2.1019)  0.227
H (1.1269, -2.0628, -0.0466)  0.209
H (2.9007, -0.1986, -1.0706)  0.330
N (-2.8702, 0.2699, 0.0962)  -0.832
N (1.7803, -0.1060, -1.2434)  -0.574

Cartesian forces (eV/Å) of the 2 atoms listed first:
-0.36 -3.71 0.11
1.92 0.74 -0.67

Computed properties:
multiplicity = 1
largest force on an atom = 0.10527 Eh/bohr
HOMO = -0.3142 hartree
ΔE to the lowest compared entry with this formula, charge and spin = 578.6 kJ/mol
electronic energy = -9358.441 eV

=====

# 2
The following is a quantum chemistry calculation of 8 unconnected molecules or ions with the total composition C48H67BN8O3P, from the OMol25 dataset.

Each line ends with the Löwdin charge.
Atoms and positions in Å:
C (3.4388, 3.0503, 1.4634)  -0.109
C (4.0457, 2.2981, 0.2709)  -0.273
C (4.6545, 0.9516, 0.6332)  -0.294
N (3.7176, -0.0891, 1.0367)  -0.034
B (3.6216, -1.3547, 0.1338)  -0.734
C (3.1507, -2.6735, 0.9858)  -0.205
C (1.6944, -3.0904, 0.7753)  -0.290
C (0.7137, -2.1004, 1.4364)  -0.236
C (-0.6826, -2.0930, 0.8247)  -0.213
C (-1.8328, -1.8240, 1.8085)  -0.195
C (-3.0283, -1.0154, 1.2788)  -0.219
C (-2.9447, 0.4912, 1.5617)  -0.189
C (-4.2454, 1.2461, 1.2239)  -0.185
C (-4.8662, 0.8987, -0.1122)  -0.253
O (-4.0944, 1.4365, -1.1731)  -0.169
C (-4.3375, 2.8317, -1.2080)  -0.122
P (2.2560, -1.1616, -1.2619)  0.915
O (2.5689, -2.4796, -2.2837)  -0.343
O (2.8139, 0.0732, -2.2885)  -0.368
H (3.3782, 2.4044, 2.3395)  0.054
H (2.4332, 3.4159, 1.2573)  0.057
H (4.0424, 3.9180, 1.7377)  0.057
H (3.2922, 2.1371, -0.5010)  0.079
H (4.8329, 2.9062, -0.1860)  0.091
H (5.3579, 1.1390, 1.4576)  0.108
H (5.2553, 0.6191, -0.2212)  0.092
H (3.9718, -0.3688, 1.9733)  0.040
H (4.7066, -1.5695, -0.4294)  0.072
H (3.2643, -2.4996, 2.0668)  0.078
H (3.8166, -3.5054, 0.7430)  0.078
H (1.4810, -3.1868, -0.2948)  0.042
H (1.4873, -4.0752, 1.2135)  0.103
H (0.6575, -2.3834, 2.4905)  0.100
H (1.1267, -1.0912, 1.3778)  0.084
H (-0.7074, -1.3747, 0.0015)  0.081
H (-0.8699, -3.0736, 0.3778)  0.082
H (-1.4618, -1.3289, 2.7098)  0.099
H (-2.2097, -2.8035, 2.1124)  0.099
H (-3.9462, -1.3724, 1.7574)  0.101
H (-3.1149, -1.2025, 0.2040)  0.096
H (-2.7768, 0.5929, 2.6359)  0.089
H (-2.0804, 0.9562, 1.0801)  0.116
H (-4.9647, 1.0622, 2.0234)  0.093
H (-4.0538, 2.3223, 1.2146)  0.096
H (-5.8903, 1.2921, -0.1781)  0.111
H (-4.9316, -0.1794, -0.2410)  0.107
H (-5.3960, 3.0279, -1.0001)  0.086
H (-3.7533, 3.4076, -0.4836)  0.064
H (-4.1164, 3.1969, -2.2073)  0.084
H (1.7241, -2.9514, -2.3268)  -0.006
H (2.2795, 0.0090, -3.0948)  0.017
N (-0.7267, -3.1718, -2.5316)  0.064
C (-1.1905, -4.2623, -3.1371)  -0.187
C (-2.1000, -4.2387, -4.1817)  -0.072
C (-2.5535, -3.0078, -4.6230)  -0.079
C (-2.0776, -1.8657, -4.0035)  -0.058
C (-1.1665, -1.9922, -2.9644)  -0.133
H (-0.8101, -5.2082, -2.7636)  0.105
H (-2.4405, -5.1608, -4.6334)  0.102
H (-3.2667, -2.9406, -5.4354)  0.103
H (-2.4103, -0.8944, -4.3145)  0.098
H (-0.7590, -1.1266, -2.4491)  0.089
N (1.0665, -0.6634, 4.8544)  0.068
C (1.0676, -0.9948, 6.1429)  -0.167
C (2.2201, -1.1600, 6.8962)  -0.090
C (3.4440, -0.9687, 6.2739)  -0.091
C (3.4590, -0.6242, 4.9334)  -0.066
C (2.2494, -0.4840, 4.2650)  -0.141
H (0.0910, -1.1386, 6.5950)  0.097
H (2.1568, -1.4321, 7.9417)  0.092
H (4.3689, -1.0892, 6.8243)  0.099
H (4.3899, -0.4699, 4.4037)  0.101
H (2.2281, -0.2173, 3.2127)  0.083
N (4.9240, 4.7641, -5.0394)  0.046
C (4.6851, 5.8166, -4.2603)  -0.175
C (4.1229, 5.7255, -2.9959)  -0.079
C (3.7865, 4.4701, -2.5129)  -0.075
C (4.0326, 3.3606, -3.3055)  -0.052
C (4.6002, 3.5641, -4.5560)  -0.145
H (4.9599, 6.7826, -4.6725)  0.095
H (3.9558, 6.6172, -2.4062)  0.096
H (3.3485, 4.3496, -1.5308)  0.095
H (3.7980, 2.3631, -2.9528)  0.082
H (4.8085, 2.7214, -5.2067)  0.081
N (-4.8422, -0.0219, 4.4348)  0.069
C (-4.4707, 0.7654, 5.4401)  -0.141
C (-5.0647, 0.7382, 6.6937)  -0.075
C (-6.1005, -0.1553, 6.9133)  -0.088
C (-6.4962, -0.9826, 5.8746)  -0.077
C (-5.8358, -0.8772, 4.6591)  -0.145
H (-3.6546, 1.4485, 5.2292)  0.109
H (-4.7188, 1.4006, 7.4755)  0.099
H (-6.5891, -0.2080, 7.8780)  0.101
H (-7.2979, -1.6977, 6.0000)  0.098
H (-6.1128, -1.5109, 3.8230)  0.106
N (-4.8073, -5.3477, 0.7040)  0.050
C (-4.1880, -6.4648, 1.0788)  -0.170
C (-2.9227, -6.8271, 0.6423)  -0.077
C (-2.2616, -5.9856, -0.2382)  -0.068
C (-2.8940, -4.8217, -0.6407)  -0.072
C (-4.1575, -4.5465, -0.1384)  -0.146
H (-4.7341, -7.0998, 1.7687)  0.096
H (-2.4667, -7.7442, 0.9903)  0.097
H (-1.2686, -6.2255, -0.5961)  0.104
H (-2.4110, -4.1253, -1.3130)  0.063
H (-4.6729, -3.6349, -0.4209)  0.102
N (5.4573, -0.8142, -7.3633)  0.037
C (5.4868, 0.0109, -6.3168)  -0.169
C (4.8857, -0.2679, -5.0980)  -0.065
C (4.2108, -1.4695, -4.9482)  -0.059
C (4.1725, -2.3374, -6.0290)  -0.070
C (4.8076, -1.9660, -7.2046)  -0.176
H (6.0224, 0.9433, -6.4664)  0.094
H (4.9442, 0.4346, -4.2762)  0.089
H (3.7243, -1.7189, -4.0132)  0.072
H (3.6583, -3.2871, -5.9601)  0.098
H (4.7972, -2.6240, -8.0682)  0.093
N (-1.7508, 6.1803, 0.8227)  0.056
C (-1.5297, 5.4019, -0.2344)  -0.155
C (-1.4176, 5.8905, -1.5295)  -0.069
C (-1.5400, 7.2542, -1.7373)  -0.086
C (-1.7759, 8.0724, -0.6465)  -0.084
C (-1.8715, 7.4872, 0.6069)  -0.164
H (-1.4371, 4.3414, -0.0219)  0.105
H (-1.2337, 5.2220, -2.3500)  0.100
H (-1.4527, 7.6716, -2.7324)  0.103
H (-1.8792, 9.1426, -0.7596)  0.096
H (-2.0510, 8.0966, 1.4861)  0.099

Cartesian forces (eV/Å) of the 2 atoms listed first:
0.05 0.05 -0.04
-0.22 0.10 -0.04

Computed properties:
multiplicity = 1
largest force on an atom = 0.01770 Eh/bohr
HOMO = -0.1251 hartree
total charge = -1
electronic energy = -78892.238 eV

=====

What is the largest force on an atom in the first record? 0.10527 Eh/bohr